1.
{
  "formula": "C19H20BN10OOsS",
  "method": "ωB97M-V/def2-TZVPD",
  "de_lowest_ev": 1.0699,
  "e_homo_ev": [-14.48, -14.48],
  "s_squared": 0.76,
  "total_charge": 2,
  "orbital_gap_ev": [6.3158, 5.6770],
  "spin_multiplicity": 2,
  "elements": ["Os", "C", "C", "N", "N", "C", "B", "N", "C", "C", "C", "N", "N", "C", "C", "C", "N", "N", "C", "C", "C", "N", "H", "H", "H", "H", "H", "H", "H", "H", "H", "H", "H", "H", "N", "C", "S", "N", "C", "C", "C", "C", "C", "C", "H", "H", "H", "H", "H", "H", "H", "H", "O"],
  "xyz": [[-0.14209, -0.49088, 2.21064], [2.40391, -1.73756, -1.37247], [1.39978, -2.04368, -0.45785], [1.18581, -1.00316, 0.34647], [2.05476, -0.01964, -0.02502], [2.79198, -0.44657, -1.06820], [2.15006, 1.28755, 0.80780], [2.43151, 0.85372, 2.31026], [3.26915, 1.26751, 3.24729], [3.13744, 0.41476, 4.36383], [2.16147, -0.49688, 4.01292], [1.76158, -0.22450, 2.74084], [0.74765, 1.95588, 0.86945], [0.29950, 3.19299, 0.77689], [-1.10264, 3.15812, 0.86865], [-1.43289, 1.82916, 1.01667], [-0.27826, 1.09385, 0.96886], [3.21289, 2.19635, 0.30618], [4.56500, 1.99385, 0.31579], [5.12196, 2.96210, -0.47766], [4.03498, 3.71337, -0.94689], [2.88712, 3.25302, -0.47991], [2.79507, -2.37260, -2.14785], [0.84072, -2.95931, -0.33974], [3.53131, 0.20038, -1.51161], [3.90644, 2.12177, 3.08465], [3.68446, 0.45848, 5.28948], [1.74755, -1.32181, 4.57191], [0.97640, 4.01010, 0.59135], [-1.77659, 3.99533, 0.81385], [-2.39197, 1.35670, 1.14451], [5.01698, 1.18404, 0.86590], [6.16623, 3.11241, -0.69064], [4.04318, 4.57250, -1.59788], [-1.81183, -0.99729, -0.89764], [-2.27822, -1.88783, -0.04603], [-1.44845, -2.27678, 1.45168], [-3.37959, -2.56561, -0.28776], [-4.11351, -2.41154, -1.52779], [-5.18316, -1.52779, -1.58688], [-5.87811, -1.39510, -2.77840], [-5.49696, -2.13806, -3.89022], [-4.42542, -3.01617, -3.81775], [-3.72514, -3.16000, -2.62670], [-0.90555, -0.57266, -0.75984], [-2.30368, -0.86034, -1.77316], [-3.73382, -3.19055, 0.42441], [-5.47380, -0.96840, -0.70621], [-6.72064, -0.72025, -2.83799], [-6.04404, -2.03693, -4.81774], [-4.13893, -3.59964, -4.68172], [-2.90043, -3.85854, -2.55782], [-1.23919, 0.11611, 3.30911]],
  "nbo_charge": [1.46, -0.32, 0.00, -0.39, -0.36, 0.04, 0.93, -0.30, 0.08, -0.29, 0.00, -0.35, -0.32, 0.11, -0.30, 0.01, -0.31, -0.42, -0.06, -0.31, -0.02, -0.30, 0.26, 0.24, 0.26, 0.27, 0.28, 0.25, 0.29, 0.27, 0.25, 0.23, 0.26, 0.23, -0.75, 0.40, 0.00, -0.54, 0.05, -0.22, -0.17, -0.17, -0.18, -0.22, 0.44, 0.45, 0.44, 0.23, 0.24, 0.24, 0.24, 0.23, -0.40]
}


2.
{
  "formula": "C5H8N2",
  "method": "ωB97M-V/def2-TZVPD",
  "de_lowest_ev": 3.4941,
  "e_homo_ev": -9.42,
  "orbital_gap_ev": 9.8812,
  "spin_multiplicity": 1,
  "elements": ["C", "C", "C", "C", "C", "N", "N", "H", "H", "H", "H", "H", "H", "H", "H"],
  "xyz": [[-1.93526, 0.11560, -0.08878], [0.58933, 1.77239, 0.09889], [1.60831, 0.70027, 0.04653], [-0.46687, -1.84541, 0.28014], [-0.59600, -0.38160, -0.05763], [-3.00717, 0.51389, -0.14099], [0.30587, 0.45520, 0.59076], [0.65719, 2.54570, 0.84972], [0.11454, 2.07844, -0.82904], [1.81477, 0.26267, -0.92767], [2.43256, 0.69645, 0.74307], [-1.12396, -2.43920, -0.35004], [-0.74156, -2.00366, 1.32345], [0.56203, -2.17203, 0.13854], [-0.21378, -0.29869, -1.67697]],
  "nbo_charge": [0.24, -0.24, -0.24, -0.62, 0.02, -0.29, -0.41, 0.21, 0.21, 0.21, 0.21, 0.23, 0.22, 0.22, 0.03]
}


3.
{
  "formula": "C10H10Cl4NO5P",
  "method": "ωB97M-V/def2-TZVPD",
  "e_homo_ev": -8.89,
  "orbital_gap_ev": 8.3722,
  "spin_multiplicity": 1,
  "elements": ["N", "P", "O", "O", "C", "C", "C", "C", "C", "C", "C", "O", "C", "O", "O", "C", "Cl", "H", "H", "H", "H", "H", "H", "H", "H", "H", "C", "Cl", "Cl", "Cl", "H"],
  "xyz": [[1.83506, -1.05861, 2.44257], [2.34952, -0.10838, 1.23815], [3.37766, 1.10887, 1.94197], [3.32320, -1.02838, 0.12480], [0.97515, 0.79490, 0.26917], [-0.60239, 0.43176, 0.52606], [-1.25349, 0.98000, 1.96531], [-2.85158, 0.72739, 2.34067], [-3.78974, -0.08242, 1.23777], [-3.16137, -0.65723, -0.19619], [-1.55112, -0.39644, -0.56017], [1.44812, 0.62955, -1.14547], [2.41365, 1.73252, -1.27223], [3.47918, 1.91504, -2.05599], [2.20526, 2.85162, -0.30358], [0.93244, 2.46527, 0.32974], [-0.30578, 2.80129, -1.05667], [2.21070, -0.71670, 3.37250], [2.78665, 1.80595, 2.35277], [3.91739, -1.68913, 0.59758], [-0.54445, 1.56823, 2.70354], [-3.28510, 1.14999, 3.34257], [-4.92993, -0.21170, 1.52331], [-3.83077, -1.22164, -0.98944], [-1.11847, -0.77534, -1.59065], [0.61988, 2.95584, 1.35025], [-1.01839, -3.20688, -3.77227], [-0.52041, -4.81626, -3.22304], [-1.57488, -2.22748, -2.40456], [0.31328, -2.39776, -4.61577], [-1.84925, -3.32385, -4.47273]],
  "nbo_charge": [-1.31, 2.10, -0.95, -0.96, -0.15, -0.05, -0.22, -0.22, -0.21, -0.23, -0.20, -0.50, 0.95, -0.52, -0.50, 0.10, -0.05, 0.39, 0.49, 0.53, 0.22, 0.25, 0.24, 0.25, 0.23, 0.26, -0.28, 0.02, 0.05, 0.03, 0.23]
}


4.
{
  "formula": "C4H8",
  "method": "ωB97M-V/def2-TZVPD",
  "de_lowest_ev": 1.6378,
  "e_homo_ev": -9.51,
  "smiles": "CC1CC1",
  "orbital_gap_ev": 10.8043,
  "spin_multiplicity": 1,
  "elements": ["C", "C", "C", "C", "H", "H", "H", "H", "H", "H", "H", "H"],
  "xyz": [[1.46419, -0.13728, -0.10730], [0.11175, -0.12131, 0.46265], [-0.80011, 0.80751, -0.04971], [-1.19810, -0.61699, -0.21257], [1.93906, 0.62458, 0.44631], [1.62372, 0.38556, -1.10913], [1.78350, -1.14756, -0.12127], [-0.01975, -0.52017, 1.47525], [-1.25553, 1.43165, 0.74715], [-0.37728, 1.24631, -0.89437], [-1.86171, -1.03053, 0.62269], [-1.40974, -0.92176, -1.25969]],
  "nbo_charge": [-0.62, -0.21, -0.42, -0.44, 0.22, 0.20, 0.22, 0.21, 0.20, 0.21, 0.21, 0.22]
}


5.
{
  "formula": "C14H16N5OSe3TeTl",
  "method": "ωB97M-V/def2-TZVPD",
  "de_lowest_ev": 0.0000,
  "e_homo_ev": -7.34,
  "orbital_gap_ev": 6.2817,
  "spin_multiplicity": 1,
  "elements": ["Tl", "C", "C", "C", "C", "C", "C", "C", "H", "H", "H", "H", "H", "H", "H", "H", "Se", "Se", "Te", "Se", "N", "C", "N", "C", "C", "O", "C", "C", "H", "H", "H", "H", "H", "H", "H", "H", "N", "C", "N", "C", "N"],
  "xyz": [[1.33722, -0.19737, 0.88339], [-0.62859, -1.17449, 4.66849], [-0.78769, -1.70959, 3.27081], [-1.64873, -1.08168, 2.37172], [-1.79284, -1.55398, 1.07584], [-1.07651, -2.66774, 0.65177], [-0.22692, -3.30865, 1.54053], [-0.08487, -2.82998, 2.83860], [0.17966, -1.67895, 5.19730], [-1.54411, -1.30951, 5.24777], [-0.40938, -0.10528, 4.65424], [-2.19739, -0.20022, 2.68445], [-2.46225, -1.04535, 0.39325], [-1.18603, -3.02729, -0.36326], [0.33640, -4.17750, 1.22361], [0.58915, -3.33110, 3.52439], [3.17749, 1.97038, -0.20833], [1.79315, 3.46233, -1.27790], [-0.36280, 3.32021, -0.02690], [0.14730, 2.64615, 2.17056], [1.38284, -0.88865, -1.81502], [1.83118, -1.06650, -2.86655], [2.37243, -1.22756, -4.05290], [2.59110, -0.07232, -4.93174], [4.08090, 0.08720, -5.16547], [4.63897, -1.12261, -5.65634], [4.50088, -2.17352, -4.71735], [3.03466, -2.46838, -4.45325], [2.16289, 0.81108, -4.46163], [2.07936, -0.25574, -5.87946], [4.57674, 0.37717, -4.23081], [4.27251, 0.85210, -5.91597], [4.99925, -1.90145, -3.77809], [4.99764, -3.04521, -5.14038], [2.91332, -3.20878, -3.66476], [2.55775, -2.84071, -5.36336], [-3.12735, 0.75655, -4.66313], [-2.23478, 0.80034, -3.93345], [-1.16237, 0.88197, -3.15905], [-1.06278, 1.18766, -1.96723], [-0.84695, 1.41726, -0.81053]],
  "nbo_charge": [0.71, -0.63, -0.01, -0.23, -0.22, -0.18, -0.23, -0.23, 0.22, 0.22, 0.22, 0.22, 0.22, 0.21, 0.22, 0.21, -0.56, -0.15, 1.07, -0.53, -0.49, 0.51, -0.47, -0.23, -0.09, -0.52, -0.08, -0.23, 0.23, 0.20, 0.18, 0.21, 0.17, 0.20, 0.22, 0.20, -0.37, 0.42, -0.59, 0.71, -0.77]
}


6.
{
  "formula": "C24H20BrCrN4O4",
  "method": "ωB97M-V/def2-TZVPD",
  "de_lowest_ev": 0.0000,
  "e_homo_ev": [-12.69, -12.69],
  "s_squared": 3.78,
  "total_charge": 2,
  "orbital_gap_ev": [6.5072, 6.2585],
  "spin_multiplicity": 4,
  "elements": ["Cr", "C", "C", "C", "C", "N", "C", "C", "C", "C", "C", "C", "N", "C", "C", "C", "C", "C", "N", "H", "H", "H", "H", "H", "H", "H", "H", "H", "H", "H", "Br", "C", "C", "C", "C", "C", "C", "C", "O", "O", "H", "H", "H", "H", "N", "C", "C", "O", "O", "H", "H", "H", "H", "H"],
  "xyz": [[-0.83557, -0.01325, -0.39167], [-1.17296, -4.34904, -0.72635], [-1.37064, -4.70727, 0.59529], [-1.43536, -3.71772, 1.56642], [-1.30536, -2.39852, 1.18275], [-1.12400, -2.05304, -0.11046], [-1.04926, -3.00660, -1.03721], [-1.34332, -1.25130, 2.12637], [-1.46837, -1.32168, 3.50141], [-1.47909, -0.13322, 4.21984], [-1.36470, 1.08870, 3.57352], [-1.22917, 1.09174, 2.19746], [-1.22959, -0.06281, 1.52551], [-1.03930, 2.28484, 1.33567], [-1.05501, 3.58123, 1.80317], [-0.81387, 4.61776, 0.91149], [-0.56332, 4.32649, -0.41682], [-0.57436, 3.00219, -0.81755], [-0.81792, 2.00618, 0.03218], [-1.10605, -5.09185, -1.50697], [-1.46707, -5.74715, 0.87363], [-1.58110, -3.97789, 2.60406], [-0.86406, -2.67510, -2.05050], [-1.55093, -2.27072, 4.00835], [-1.57161, -0.16155, 5.29702], [-1.36115, 2.00917, 4.13640], [-1.23676, 3.78769, 2.84670], [-0.81266, 5.64168, 1.25828], [-0.35239, 5.10513, -1.13448], [-0.35827, 2.71532, -1.83875], [6.86177, 1.13656, 1.97000], [5.57399, 0.34379, 0.84736], [5.98285, -0.46253, -0.20581], [5.03118, -1.04428, -1.03132], [3.68130, -0.82072, -0.81271], [3.28412, -0.01265, 0.24717], [4.23086, 0.57237, 1.08395], [1.85206, 0.26059, 0.54482], [1.48404, 0.90417, 1.50526], [0.99922, -0.25522, -0.34352], [7.03640, -0.63220, -0.37612], [5.35248, -1.67666, -1.84766], [2.93830, -1.27005, -1.45568], [3.91014, 1.19111, 1.90844], [-2.21344, 0.39014, -4.87084], [-3.10180, 0.40344, -3.65254], [-2.22776, 0.22982, -2.42471], [-2.75819, 0.18893, -1.29939], [-0.97626, 0.13519, -2.57504], [-2.40628, -0.40441, -5.48448], [-1.22870, 0.31409, -4.53073], [-2.30788, 1.24038, -5.43050], [-3.82982, -0.40151, -3.72358], [-3.63537, 1.35024, -3.60717]],
  "nbo_charge": [1.36, -0.22, -0.10, -0.19, 0.16, -0.46, 0.09, 0.28, -0.21, -0.09, -0.19, 0.25, -0.46, 0.20, -0.19, -0.10, -0.22, 0.09, -0.46, 0.25, 0.25, 0.24, 0.21, 0.25, 0.25, 0.25, 0.24, 0.25, 0.25, 0.21, 0.10, -0.10, -0.20, -0.20, -0.19, -0.11, -0.20, 0.78, -0.64, -0.73, 0.24, 0.23, 0.22, 0.25, -0.68, -0.34, 0.76, -0.62, -0.70, 0.45, 0.48, 0.45, 0.27, 0.27]
}